Molecular formula: C28H43F9N5O10Ti
Method: DFT, wB97M-V/def2-TZVPD

The calculated total energy is -3866.79492 hartree. Its spin multiplicity is 4. The HOMO energy (alpha / beta) comes out at -7.09 / -7.46 eV. As for the LUMO energy (alpha / beta): -2.34 / -2.08 eV. The HOMO-LUMO gap (alpha / beta) is 4.752 / 5.375 eV.

Each line ends with the Mulliken spin population.
Element x y z (Å)
Ti 3.945 -3.874 -2.196  3.1121
C -0.386 -1.846 -0.335  -0.0015
C 0.978 -1.122 -0.117  0.0130
C 0.842 -0.021 0.895  -0.0101
O 2.071 -2.012 0.111  -0.1260
H -0.475 -2.609 -1.109  0.0027
H -1.160 -1.153 -0.665  0.0005
H -0.850 -2.236 0.570  -0.0003
H 1.194 -0.650 -1.075  0.0052
H 0.514 -0.439 1.847  0.0014
H 0.055 0.665 0.581  -0.0011
H 1.746 0.587 0.907  -0.0005
C 6.311 3.813 -2.825  -0.0002
C 4.944 3.994 -2.174  0.0001
O 4.807 5.373 -1.877  0.0000
C 3.622 5.942 -1.751  0.0000
O 2.536 5.339 -2.056  0.0000
C 3.685 7.359 -1.156  0.0000
F 4.822 7.635 -0.544  0.0000
F 3.595 8.298 -2.159  0.0000
F 2.731 7.550 -0.282  0.0000
H 6.281 4.499 -3.672  0.0000
H 6.533 2.800 -3.159  0.0002
H 7.177 4.030 -2.200  0.0000
H 4.930 3.321 -1.317  0.0000
H 4.181 3.588 -2.838  0.0000
C -3.497 2.942 -2.281  0.0000
C -4.186 1.773 -2.911  0.0000
O -5.091 2.222 -3.962  0.0000
C -5.390 1.416 -5.019  0.0000
O -4.863 0.268 -5.157  0.0000
C -6.534 1.882 -5.987  0.0000
F -7.398 0.857 -6.192  0.0000
F -7.277 2.811 -5.425  0.0000
F -5.982 2.316 -7.154  0.0000
H -3.002 2.639 -1.358  0.0000
H -4.199 3.718 -1.975  0.0000
H -2.762 3.430 -2.921  0.0000
H -4.822 1.227 -2.214  0.0000
H -3.535 1.011 -3.339  0.0000
C -0.209 -3.223 4.686  -0.0001
C -0.089 -3.129 6.235  0.0000
O 0.073 -1.750 6.612  0.0000
C 1.298 -1.205 7.014  0.0000
O 2.238 -1.847 7.399  0.0000
C 1.405 0.340 6.963  0.0000
F 2.301 0.796 6.041  0.0000
F 0.203 0.826 6.654  0.0000
F 1.827 0.816 8.162  0.0000
H -0.998 -2.657 4.191  0.0000
H -0.091 -4.219 4.260  0.0000
H 0.614 -2.595 4.345  0.0001
H 0.730 -3.750 6.599  0.0000
H -0.909 -3.548 6.817  0.0000
C -7.364 2.660 0.402  0.0000
O -6.267 2.061 1.084  0.0000
C -5.639 2.625 2.198  0.0000
O -5.984 3.645 2.731  0.0000
O -4.755 1.778 2.687  0.0000
C -4.123 2.080 3.930  0.0000
H -8.239 2.688 1.052  0.0000
H -7.638 2.140 -0.516  0.0000
H -7.188 3.690 0.092  0.0000
H -3.998 3.134 4.176  0.0000
H -3.102 1.701 3.906  0.0000
H -4.651 1.731 4.817  0.0000
C 5.115 -3.871 4.010  -0.0009
C 4.515 -5.169 3.900  0.0000
N 3.996 -6.224 3.774  0.0001
H 6.192 -4.042 4.021  -0.0003
H 4.916 -3.398 4.972  -0.0001
H 4.770 -3.253 3.181  0.0021
C 0.154 -6.929 -0.075  0.0005
C -0.498 -8.242 -0.142  0.0006
N -1.000 -9.307 -0.161  0.0002
H 0.377 -6.601 -1.091  0.0045
H 1.082 -6.979 0.495  -0.0022
H -0.515 -6.202 0.386  -0.0012
C 0.216 0.871 -4.923  -0.0006
C 1.646 0.707 -5.111  0.0013
N 2.720 0.534 -5.298  -0.0007
H -0.050 1.768 -4.364  0.0001
H -0.092 -0.062 -4.449  0.0004
H -0.252 0.832 -5.907  0.0000
C -3.480 -4.549 -5.131  0.0000
C -2.934 -5.909 -4.970  0.0000
N -2.474 -6.994 -4.899  0.0000
H -4.543 -4.552 -4.889  0.0000
H -3.238 -4.316 -6.168  0.0000
H -2.958 -3.926 -4.405  0.0000
C 6.452 0.299 1.680  -0.0004
C 7.488 1.267 1.314  -0.0001
N 8.277 2.054 1.039  0.0000
H 6.106 0.428 2.706  0.0000
H 6.878 -0.678 1.456  0.0007
H 5.597 0.313 1.004  0.0006

=====

Molecular formula: C28H43FN8O6S3Ti
Method: DFT, wB97M-V/def2-TZVPD

The value obtained for the energy above the lowest of the compared OMol25 structures with the same formula, charge and spin is 102.48 kJ/mol. The calculated total energy is -4125.80816 hartree. The HOMO energy comes out at -12.69 eV. As for the LUMO energy: -6.42 eV. The HOMO-LUMO gap is 6.267 eV. Its net charge is +2.

Each line ends with the Löwdin charge.
Element x y z (Å)
Ti -0.704 0.246 1.103  1.1890
C -1.657 -2.664 2.579  -0.1419
C -2.917 -1.814 2.478  -0.1496
N -2.759 -0.597 1.637  -0.1030
C -3.701 0.471 2.019  -0.1570
C -3.008 1.288 3.087  -0.1476
N -1.711 1.746 2.537  -0.1057
C -1.821 3.133 2.007  -0.1607
C -0.508 3.633 1.399  -0.1308
C 0.714 3.103 2.134  -0.1639
N 0.915 1.626 2.010  -0.1107
C 1.586 1.064 3.206  -0.1673
C 0.729 -0.016 3.850  -0.1607
N 0.052 -0.815 2.810  -0.1238
C -0.594 -2.001 3.441  -0.1534
H -1.264 -2.889 1.589  0.1119
H -1.922 -3.617 3.037  0.1360
H -3.206 -1.492 3.481  0.1241
H -3.735 -2.419 2.084  0.1405
H -2.964 -0.869 0.682  0.0992
H -4.649 0.070 2.383  0.1419
H -3.904 1.090 1.147  0.1219
H -2.816 0.660 3.959  0.1256
H -3.626 2.129 3.406  0.1380
H -1.073 1.823 3.322  0.0996
H -2.104 3.790 2.834  0.1373
H -2.620 3.170 1.269  0.1258
H -0.498 4.721 1.462  0.1368
H -0.428 3.389 0.346  0.0956
H 0.619 3.348 3.194  0.1300
H 1.601 3.612 1.756  0.1118
H 1.544 1.500 1.210  0.0202
H 1.785 1.844 3.940  0.1331
H 2.546 0.650 2.920  0.0411
H -0.033 0.408 4.509  0.1228
H 1.362 -0.658 4.467  0.1434
H 0.790 -1.172 2.174  0.0921
H -1.055 -1.663 4.372  0.1297
H 0.175 -2.729 3.707  0.1406
O 1.115 -3.223 -3.026  0.0676
C -0.224 -3.285 -2.897  -0.2656
C -0.992 -4.047 -3.775  -0.0147
C -2.367 -4.087 -3.671  -0.0562
C -3.017 -3.346 -2.690  -0.0742
C -2.267 -2.592 -1.816  -0.0273
C -0.866 -2.551 -1.878  -0.0751
C -0.144 -1.783 -0.860  -0.3102
O -0.893 -1.133 0.064  -0.2034
N 1.128 -1.757 -0.773  0.0564
N 1.670 -1.142 0.342  -0.0795
C 2.972 -1.157 0.231  -0.8976
S 3.742 -1.671 -1.237  1.0163
C 5.426 -1.679 -0.539  -0.4798
C 5.509 -0.594 0.507  -0.4836
S 4.032 -0.758 1.550  0.9559
H 1.398 -3.798 -3.747  0.1278
H -0.495 -4.610 -4.557  0.1385
H -2.940 -4.686 -4.366  0.1365
H -4.095 -3.364 -2.620  0.1218
H -2.770 -2.010 -1.054  0.1097
H 6.123 -1.503 -1.357  0.0915
H 5.612 -2.664 -0.114  0.0855
H 5.480 0.405 0.072  0.0523
H 6.385 -0.697 1.146  0.0938
F -4.164 -1.149 -3.947  0.1197
C -2.918 -0.689 -3.917  -0.1951
C -2.624 0.433 -3.260  0.0520
N -1.328 0.924 -3.202  0.0260
C -1.019 2.057 -2.345  0.0042
C -0.906 1.503 -0.946  -0.5352
O -1.936 1.280 -0.244  -0.0319
O 0.205 1.120 -0.479  -0.0559
C -0.259 0.242 -3.778  -0.4485
O 0.887 0.606 -3.638  0.0999
N -0.624 -0.872 -4.489  0.2450
C -1.889 -1.466 -4.610  -0.3695
O -2.049 -2.491 -5.214  0.1148
H -3.388 0.999 -2.745  0.1548
H -1.813 2.799 -2.405  0.1535
H -0.059 2.468 -2.650  0.1436
H 0.132 -1.355 -4.957  0.1799
C 4.414 3.837 -0.002  -0.3731
S 3.329 2.418 -0.314  0.7625
C 3.362 2.411 -2.119  -0.3637
H 4.548 3.928 1.073  0.0344
H 3.963 4.746 -0.394  0.0424
H 5.379 3.664 -0.476  0.0430
H 3.004 3.368 -2.497  0.0466
H 2.708 1.615 -2.466  0.0052
H 4.380 2.235 -2.461  0.0469

=====

Molecular formula: C28H44As2BDyN7O2
Method: DFT, wB97M-V/def2-TZVPD

The value obtained for the energy above the lowest of the compared OMol25 structures with the same formula, charge and spin is 384.60 kJ/mol. The calculated total energy is -7008.40724 hartree. Its spin multiplicity is 6. The HOMO energy (alpha / beta) comes out at -9.43 / -9.43 eV. As for the LUMO energy (alpha / beta): -4.05 / -2.73 eV. The HOMO-LUMO gap (alpha / beta) is 5.384 / 6.704 eV. Its net charge is +1.

Each line ends with the Mulliken spin population.
Element x y z (Å)
Dy 12.692 9.447 10.487  5.1780
C 15.547 8.051 13.157  0.0002
C 15.969 8.912 12.046  -0.0006
C 17.241 9.205 11.454  -0.0014
C 16.936 10.234 10.487  -0.0002
C 17.889 10.806 9.469  -0.0001
N 15.638 10.596 10.583  0.0117
N 14.990 9.716 11.524  -0.0214
B 14.702 11.388 9.650  -0.0177
N 14.046 10.461 8.496  -0.0561
N 14.199 9.001 8.608  -0.0116
C 13.803 8.555 7.395  0.0023
C 13.660 7.069 7.055  -0.0006
C 13.586 9.622 6.503  -0.0061
C 13.742 10.774 7.215  0.0028
C 13.702 12.186 6.762  0.0003
N 13.513 12.176 10.467  0.0079
N 12.204 11.597 10.614  -0.0329
C 11.489 12.494 11.388  -0.0047
C 10.064 12.393 11.626  0.0010
C 12.366 13.438 11.978  -0.0029
C 13.646 13.161 11.407  0.0010
C 14.907 14.010 11.516  0.0000
H 16.448 7.915 13.770  0.0000
H 14.806 8.607 13.771  0.0000
H 15.147 7.113 12.878  0.0002
H 18.216 8.763 11.774  0.0000
H 18.866 10.288 9.477  0.0000
H 17.418 10.647 8.517  -0.0001
H 18.007 11.924 9.593  0.0000
H 15.356 12.293 9.171  0.0003
H 14.700 6.727 7.099  0.0000
H 13.054 6.615 7.850  0.0001
H 13.124 6.975 6.115  0.0000
H 13.356 9.394 5.469  0.0000
H 13.158 12.256 5.813  0.0001
H 13.307 12.773 7.599  0.0000
H 14.735 12.498 6.671  0.0000
H 9.582 13.356 11.419  0.0000
H 9.591 11.599 11.059  0.0001
H 9.862 12.244 12.692  0.0000
H 11.997 14.193 12.661  0.0002
H 14.633 14.974 11.902  0.0000
H 15.570 13.526 12.245  -0.0002
H 15.381 14.087 10.501  -0.0001
C 7.556 11.165 8.182  0.0001
As 8.949 10.532 6.937  -0.0012
C 9.224 12.083 5.632  0.0000
C 7.849 9.531 5.658  0.0000
C 6.781 10.183 5.082  0.0000
C 5.933 9.540 4.221  0.0000
C 6.173 8.233 3.908  0.0000
C 7.297 7.594 4.467  0.0000
C 8.140 8.199 5.387  0.0000
As 9.787 7.400 6.149  -0.0001
C 10.391 6.673 4.360  0.0000
C 8.650 5.987 6.840  0.0000
H 7.679 12.313 8.230  0.0000
H 7.592 10.774 9.253  0.0000
H 6.552 10.997 7.718  0.0000
H 9.932 12.827 6.050  0.0000
H 8.332 12.633 5.354  0.0000
H 9.681 11.694 4.739  0.0000
H 6.660 11.240 5.346  0.0000
H 5.165 10.102 3.759  0.0000
H 5.459 7.603 3.405  0.0000
H 7.589 6.583 4.099  0.0000
H 11.242 7.297 4.086  0.0000
H 9.652 6.785 3.536  0.0000
H 10.634 5.570 4.493  0.0000
H 7.930 6.464 7.469  0.0000
H 9.279 5.360 7.421  0.0000
H 8.070 5.494 6.046  0.0000
N 11.081 8.549 12.331  -0.0132
C 9.951 7.593 12.028  0.0025
C 9.998 6.909 10.669  0.0013
C 10.060 7.880 9.490  0.0019
O 9.143 7.963 8.672  -0.0056
O 11.191 8.464 9.370  -0.0321
H 11.660 8.157 13.074  -0.0003
H 10.761 9.448 12.709  -0.0014
H 8.993 8.147 12.073  -0.0003
H 9.935 6.824 12.824  -0.0001
H 9.162 6.227 10.641  -0.0003
H 10.944 6.370 10.601  -0.0004

=====

Molecular formula: C28H44BeBrN3P2
Method: DFT, wB97M-V/def2-TZVPD

The value obtained for the energy above the lowest of the compared OMol25 structures with the same formula, charge and spin is 263.19 kJ/mol. The calculated total energy is -4528.44050 hartree. The HOMO energy (alpha / beta) comes out at -12.73 / -12.73 eV. As for the LUMO energy (alpha / beta): -7.44 / -7.44 eV. The HOMO-LUMO gap (alpha / beta) is 5.294 / 5.291 eV. Its net charge is +2.

Each line ends with the Löwdin charge.
Element x y z (Å)
N -6.197 4.676 -5.622  0.0843
C -6.103 5.085 -4.348  -0.1009
C -5.443 4.346 -3.340  0.0096
C -4.825 3.090 -3.633  -0.1818
C -5.036 2.651 -4.975  0.0015
C -5.686 3.475 -5.924  -0.1024
C -4.008 2.303 -2.689  0.0419
Be -1.632 0.472 -1.163  0.2316
P 3.481 0.259 -1.013  0.9227
C -3.142 1.305 -3.113  -0.0778
C -1.702 1.410 -2.972  -0.2643
C -0.754 1.075 -3.994  -0.0199
C 0.591 1.460 -3.881  -0.0350
C 1.004 2.416 -2.889  -0.7225
C 0.102 2.734 -1.870  -0.0838
C -1.182 2.131 -1.810  -0.1574
Br 2.617 3.275 -2.921  0.8695
H -4.171 2.535 -1.629  0.1353
H -3.481 0.531 -3.815  0.1235
H -5.341 4.816 -2.365  0.1132
H -4.628 1.713 -5.352  0.1060
H -6.549 6.071 -4.148  0.1253
H -5.784 3.154 -6.976  0.1251
H -1.110 0.537 -4.901  0.1396
H -1.889 2.637 -1.128  0.1381
H 1.284 1.179 -4.689  0.1344
H 0.361 3.458 -1.099  0.1192
P -1.064 -1.700 -1.414  1.0443
C 5.166 0.937 -0.407  -0.3909
C 6.375 1.203 -1.298  -0.1487
H 5.501 0.252 0.390  0.0498
H 4.856 1.883 0.066  0.0602
H 6.722 2.234 -1.174  0.0762
H 7.190 0.553 -0.964  0.0778
H 6.188 1.014 -2.352  0.0530
C 4.088 -0.729 -2.469  -0.4474
C 5.284 -1.682 -2.374  -0.1341
H 4.355 0.056 -3.193  0.0582
H 3.208 -1.250 -2.883  0.0406
H 5.465 -2.159 -3.354  0.0826
H 6.216 -1.167 -2.114  0.0552
H 5.133 -2.481 -1.641  0.0635
C 3.090 -0.967 0.338  -0.4478
C 4.181 -1.560 1.233  -0.1587
H 2.477 -1.778 -0.089  0.0477
H 2.422 -0.355 0.972  0.0429
H 3.763 -2.353 1.873  0.0766
H 4.996 -2.000 0.646  0.0657
H 4.606 -0.803 1.902  0.0712
C -0.687 -2.823 0.022  -0.3630
C -1.551 -4.077 0.109  -0.1209
H -0.782 -2.199 0.924  0.0537
H 0.379 -3.090 -0.077  0.0791
H -2.539 -3.844 0.525  0.0726
H -1.666 -4.558 -0.871  0.0792
H -1.065 -4.791 0.785  0.0926
C 0.212 -2.286 -2.598  -0.3572
C -0.265 -2.205 -4.042  -0.1283
H 0.488 -3.322 -2.339  0.1013
H 1.107 -1.659 -2.421  0.0582
H -1.239 -2.699 -4.170  0.0743
H -0.360 -1.156 -4.336  0.0262
H 0.464 -2.679 -4.712  0.0966
C -2.749 -2.116 -2.079  -0.3771
C -3.912 -1.582 -1.230  -0.1365
H -2.833 -3.211 -2.209  0.0955
H -2.802 -1.656 -3.085  0.0715
H -4.854 -1.650 -1.793  0.1003
H -4.026 -2.176 -0.312  0.0707
H -3.751 -0.521 -0.984  0.0306
N -2.265 -0.323 1.406  0.0344
C -1.661 -0.171 2.602  -0.0187
C -0.761 0.876 2.475  0.0005
C -0.928 1.372 1.194  -0.0586
N -1.828 0.631 0.507  -0.0364
H -3.125 -0.849 1.259  0.1603
H -1.931 -0.750 3.466  0.1463
H -0.115 1.266 3.236  0.1225
H -0.457 2.244 0.785  0.1174

=====

Molecular formula: C28H44BrCoN3P2
Method: DFT, wB97M-V/def2-TZVPD

The value obtained for the energy above the lowest of the compared OMol25 structures with the same formula, charge and spin is 581.57 kJ/mol. The calculated total energy is -5896.27035 hartree. Its spin multiplicity is 4. The HOMO energy (alpha / beta) comes out at -12.99 / -12.93 eV. As for the LUMO energy (alpha / beta): -9.94 / -10.02 eV. The HOMO-LUMO gap (alpha / beta) is 3.042 / 2.909 eV. Its net charge is +2.

Each line ends with the Mulliken spin population.
Element x y z (Å)
C 3.016 5.103 -0.929  0.0010
C 1.853 4.458 -1.391  0.0002
C 1.764 4.128 -2.750  0.0009
C 2.791 4.549 -3.607  -0.0004
N 3.863 5.229 -3.191  0.0010
C 3.977 5.477 -1.884  -0.0004
C 0.795 4.002 -0.517  0.0069
C -0.143 3.579 0.149  0.0033
C -1.226 3.128 0.954  0.0186
C -1.073 2.525 2.213  0.0630
C -2.145 1.940 2.870  -0.1541
C -3.317 1.711 2.152  0.1333
C -3.506 2.346 0.879  -0.0411
C -2.539 3.267 0.453  0.0163
Co -3.673 -0.024 2.649  2.8313
P 0.992 -0.612 -0.069  -0.0089
H 0.948 3.502 -3.106  0.0001
H 3.204 5.230 0.135  0.0000
H 2.738 4.287 -4.674  0.0000
H 4.917 5.967 -1.567  0.0000
H -2.735 4.009 -0.323  0.0005
H -0.076 2.470 2.625  -0.0040
H -4.337 2.098 0.220  -0.0023
H -2.033 1.631 3.898  0.0320
C 1.675 -2.265 0.455  -0.0002
C 2.974 -2.740 -0.176  0.0000
H 0.874 -2.987 0.234  -0.0008
H 1.770 -2.240 1.550  0.0006
H 3.191 -3.761 0.163  0.0000
H 2.925 -2.775 -1.270  0.0001
H 3.838 -2.128 0.107  0.0000
C 1.645 -0.290 -1.783  0.0015
C 2.944 0.482 -1.974  -0.0002
H 0.830 0.286 -2.255  -0.0001
H 1.686 -1.243 -2.334  0.0003
H 3.089 0.697 -3.039  0.0000
H 2.918 1.448 -1.463  0.0001
H 3.821 -0.078 -1.636  0.0000
C 1.965 0.539 1.027  -0.0027
C 3.446 0.254 1.280  -0.0007
H 1.437 0.513 1.995  -0.0013
H 1.816 1.561 0.649  0.0001
H 3.846 0.991 1.990  -0.0002
H 3.600 -0.735 1.724  0.0000
H 4.055 0.326 0.372  0.0001
Br -4.793 -1.922 2.135  0.0980
P -1.330 -1.783 -1.406  -0.0059
C -0.514 -2.876 -2.670  -0.0002
C -1.258 -4.119 -3.136  -0.0005
H 0.443 -3.160 -2.200  -0.0001
H -0.285 -2.214 -3.517  0.0001
H -0.586 -4.705 -3.770  -0.0002
H -1.572 -4.772 -2.317  0.0001
H -2.139 -3.867 -3.735  0.0002
C -2.358 -3.040 -0.458  0.0012
C -3.753 -3.417 -0.957  0.0002
H -2.404 -2.541 0.525  -0.0016
H -1.761 -3.950 -0.347  0.0000
H -4.269 -3.963 -0.157  -0.0006
H -4.384 -2.556 -1.200  -0.0004
H -3.720 -4.082 -1.831  0.0006
C -2.696 -0.819 -2.207  -0.0033
C -3.237 -1.341 -3.532  -0.0007
H -2.307 0.210 -2.302  0.0002
H -3.503 -0.768 -1.451  0.0012
H -3.877 -0.574 -3.984  0.0001
H -2.445 -1.578 -4.252  0.0000
H -3.855 -2.234 -3.378  0.0000
C -0.845 0.372 5.480  0.0037
N -0.170 -0.625 4.648  0.0038
C 1.023 -1.218 5.265  0.0024
C -0.883 -1.049 3.612  0.0324
N -1.857 -1.070 2.916  -0.0254
H -0.443 0.310 6.490  0.0009
H -1.923 0.168 5.479  0.0009
H -0.660 1.373 5.080  0.0000
H 1.125 -2.291 5.052  -0.0008
H 1.942 -0.686 4.971  0.0001
H 0.895 -1.070 6.349  0.0001